Molecular formula: C30H74F3N8O10S
Method: DFT, the ωB97M-V functional and the def2-TZVPD basis

As for the charge: +7. The HOMO energy is -19.900 eV. The value obtained for the HOMO-LUMO gap is 6.3 eV. As for the total energy: -83610.7984 eV.

```
126
Properties=species:S:1:pos:R:3:forces:R:3:mulliken_charge:R:1
C -17.440 -9.569 -17.921 -0.252 0.412 -1.564 -0.994
C -16.288 -9.669 -18.897 -0.042 -0.510 -4.987 0.531
O -16.297 -9.837 -20.142 0.216 0.706 5.984 -0.429
N -14.895 -9.404 -18.285 0.304 2.102 0.106 -0.174
H -14.771 -9.810 -17.368 -0.205 -0.089 0.698 0.362
H -14.114 -9.674 -18.865 -0.323 -1.140 -0.541 0.369
C -14.537 -7.854 -18.300 -0.839 -0.936 -0.952 -0.753
H -18.288 -9.376 -18.579 -0.160 -0.300 -0.097 0.379
H -17.419 -8.662 -17.317 0.527 -0.367 0.495 0.351
H -17.653 -10.504 -17.403 0.358 0.167 0.277 0.334
H -15.389 -7.217 -18.061 0.138 -0.331 0.608 0.322
H -14.395 -7.728 -19.374 0.379 0.390 0.118 0.417
H -13.626 -7.696 -17.723 -0.366 -0.010 0.026 0.279
C -15.625 -7.907 -6.426 -0.156 0.619 0.915 -0.967
C -15.474 -9.396 -6.316 -0.444 1.229 -0.776 0.461
O -15.722 -10.133 -7.198 0.223 -0.987 0.569 -0.399
N -14.831 -9.874 -5.012 -0.984 -0.594 0.910 -0.132
H -13.919 -10.238 -5.248 0.357 -0.450 0.050 0.362
H -14.696 -9.061 -4.428 0.256 0.418 0.239 0.382
C -15.641 -10.871 -4.126 0.169 -0.458 -0.791 -0.786
H -15.631 -7.351 -5.489 0.026 -0.323 0.333 0.413
H -16.570 -7.639 -6.898 0.228 -0.269 -0.414 0.316
H -14.768 -7.505 -6.968 -0.118 -0.145 -0.410 0.288
H -16.577 -10.389 -3.842 0.196 -0.021 -0.026 0.359
H -15.055 -11.195 -3.266 0.137 0.594 0.013 0.370
H -15.813 -11.778 -4.705 -0.203 0.301 -0.213 0.333
C -6.692 -7.133 -6.462 -1.015 1.079 -0.786 -1.016
C -7.219 -8.522 -6.636 4.188 -3.511 3.696 0.503
O -6.583 -9.492 -6.187 -3.259 3.056 -2.433 -0.376
N -8.630 -8.794 -7.176 0.355 -0.485 -0.507 -0.171
H -9.095 -9.524 -6.655 0.630 -0.727 0.721 0.383
H -9.232 -8.010 -6.970 -0.050 0.815 -0.614 0.370
C -8.658 -9.276 -8.637 -0.423 0.456 0.688 -0.793
H -7.142 -6.598 -5.625 -0.503 -0.384 0.347 0.348
H -6.961 -6.503 -7.310 0.231 0.057 -0.273 0.344
H -5.630 -7.037 -6.239 0.023 -0.781 -0.381 0.353
H -9.691 -9.578 -8.806 0.017 0.458 -0.392 0.372
H -8.072 -10.189 -8.748 0.429 0.396 0.301 0.349
H -8.308 -8.432 -9.231 -0.153 -0.418 -0.255 0.332
C -11.033 -15.207 -21.083 0.404 -0.364 0.398 -1.061
C -11.553 -14.546 -19.811 -6.874 -0.348 -0.684 0.554
O -12.796 -14.315 -19.556 7.307 -0.937 -0.816 -0.427
N -10.545 -13.993 -18.801 -2.296 -1.342 1.273 -0.088
H -9.616 -14.383 -18.861 0.471 0.007 -0.702 0.399
H -10.591 -13.010 -19.031 0.511 0.544 0.344 0.359
C -10.962 -14.272 -17.318 1.125 2.022 0.307 -0.934
H -10.132 -15.814 -20.992 0.512 0.554 0.553 0.372
H -10.868 -14.455 -21.855 0.088 0.268 0.069 0.334
H -11.661 -15.965 -21.552 -1.000 0.452 0.490 0.347
H -11.833 -13.747 -16.927 -0.866 -0.749 -1.199 0.404
H -10.262 -13.621 -16.794 0.809 -0.647 0.217 0.385
H -10.839 -15.314 -17.023 -0.205 0.168 -0.494 0.354
C -4.774 -8.719 -17.499 -1.311 0.666 -0.605 -1.008
C -6.126 -7.944 -17.627 1.919 6.339 -0.867 0.540
O -6.190 -6.695 -17.809 -0.771 -6.851 1.097 -0.376
N -7.498 -8.765 -17.673 -0.448 0.031 0.495 -0.163
H -7.997 -8.530 -18.519 0.056 0.772 -0.594 0.378
H -7.331 -9.755 -17.785 0.586 -0.443 0.134 0.377
C -8.465 -8.586 -16.509 0.469 -0.089 0.622 -0.879
H -4.733 -9.378 -18.367 -0.099 -0.826 0.420 0.375
H -4.605 -9.135 -16.506 -0.316 -0.515 -0.251 0.340
H -3.925 -8.068 -17.705 -0.472 0.679 0.194 0.338
H -8.105 -9.207 -15.689 0.415 0.528 0.137 0.342
H -9.468 -8.989 -16.654 0.124 0.124 -0.953 0.383
H -8.536 -7.526 -16.268 0.196 -0.184 0.039 0.352
C -11.793 -16.870 -10.255 0.331 0.264 0.995 -1.122
C -12.559 -15.734 -10.872 0.015 -2.541 -1.193 0.639
O -12.895 -15.658 -12.018 0.250 1.117 2.112 -0.390
N -13.098 -14.748 -9.793 -1.335 -1.154 -0.352 -0.180
H -12.341 -14.419 -9.211 0.235 0.313 0.037 0.378
H -13.504 -14.047 -10.397 -0.092 1.032 0.142 0.324
C -14.259 -15.360 -8.905 0.578 0.952 -1.097 -0.733
H -11.087 -17.398 -10.896 -0.306 0.317 -0.266 0.331
H -12.474 -17.605 -9.825 -0.458 -0.182 -0.480 0.337
H -11.283 -16.566 -9.340 0.394 0.325 -0.091 0.386
H -15.120 -15.330 -9.572 0.098 -0.780 0.030 0.337
H -14.518 -14.651 -8.118 0.560 -0.120 0.113 0.325
H -13.924 -16.331 -8.540 -0.349 0.192 -0.087 0.368
C -11.195 -3.840 -9.002 -0.766 0.579 0.970 -1.074
C -12.110 -2.681 -8.597 1.828 2.770 -3.386 0.541
O -12.252 -1.705 -9.307 -0.388 -2.421 2.488 -0.367
N -12.698 -2.674 -7.188 0.099 0.160 -1.386 -0.138
H -13.621 -3.018 -7.412 -0.895 -0.035 0.376 0.361
H -12.276 -3.417 -6.649 0.491 0.182 0.642 0.384
C -12.845 -1.304 -6.571 -0.455 0.668 0.260 -0.755
H -10.867 -3.734 -10.036 -0.525 0.010 0.057 0.332
H -11.709 -4.776 -8.782 0.300 -0.254 -0.195 0.321
H -10.297 -3.727 -8.396 0.071 -0.219 0.266 0.348
H -13.624 -0.797 -7.142 -0.160 -0.185 0.254 0.345
H -11.989 -0.634 -6.654 0.464 -0.745 -0.135 0.343
H -13.111 -1.439 -5.523 -0.117 0.047 -0.185 0.360
C -24.969 -15.031 -9.625 1.479 -0.307 -0.522 -1.336
C -24.217 -13.657 -9.407 -0.287 -0.205 -0.492 -0.067
C -23.875 -12.929 -10.739 -0.588 -0.119 0.180 -0.837
N -23.165 -11.600 -10.535 0.254 2.236 0.897 0.255
C -24.160 -10.576 -9.959 -0.779 -1.117 0.526 -1.091
C -22.538 -10.865 -11.768 -1.923 -0.563 -1.453 -0.675
C -21.260 -10.178 -11.435 0.250 0.389 0.772 -0.406
C -21.112 -10.421 -9.933 0.829 -0.687 0.415 -0.828
C -21.952 -11.697 -9.592 -0.050 1.213 -1.107 -0.616
H -24.475 -15.578 -10.428 0.102 0.280 -0.565 0.354
H -26.027 -15.081 -9.885 0.040 0.808 0.281 0.364
H -24.776 -15.775 -8.852 -0.242 0.621 0.692 0.362
H -23.224 -13.783 -8.974 -0.203 -0.691 0.436 0.336
H -24.761 -13.018 -8.711 -0.171 0.014 -0.147 0.255
H -24.772 -12.694 -11.312 0.096 -0.097 -0.139 0.417
H -23.228 -13.590 -11.316 0.081 0.214 -0.164 0.383
H -25.129 -10.647 -10.452 0.428 0.352 -1.017 0.399
H -23.753 -9.566 -9.934 -0.014 -0.317 -0.064 0.429
H -24.527 -10.907 -8.987 0.902 0.092 0.426 0.381
H -23.265 -10.097 -12.033 -0.184 -0.360 -0.087 0.363
H -22.455 -11.505 -12.646 -0.168 -0.465 0.363 0.354
H -21.353 -9.135 -11.736 0.133 0.072 0.347 0.290
H -20.377 -10.549 -11.957 -0.254 -0.345 -0.045 0.329
H -21.368 -9.621 -9.238 -0.512 0.190 -0.423 0.376
H -20.044 -10.538 -9.753 -0.023 -0.511 0.334 0.395
H -22.224 -11.596 -8.541 -0.281 -0.858 -0.205 0.271
H -21.561 -12.653 -9.941 0.748 0.118 0.728 0.543
C -13.693 -8.100 -12.422 0.038 -1.636 -0.348 0.579
F -12.320 -7.971 -12.256 -1.719 0.064 -0.576 -0.237
F -14.236 -7.986 -11.223 -0.012 -0.038 1.023 -0.225
F -14.223 -7.145 -13.155 0.820 0.376 -0.490 -0.199
S -14.217 -9.830 -13.167 0.441 -3.662 -4.463 1.056
O -15.555 -9.789 -13.782 1.053 1.638 1.334 -0.624
O -13.229 -10.148 -14.295 -0.991 1.742 2.593 -0.700
O -14.157 -10.847 -12.121 0.610 1.395 0.765 -0.644
```
Positions in Å, forces in eV/Å.

=====

Molecular formula: C10H8O3
Method: DFT, the ωB97M-V functional and the def2-TZVPD basis

The HOMO energy is -8.473 eV. The energy relative to the best compared isomer or geometry (same formula, charge and spin) comes out at 5.678 eV. The value obtained for the HOMO-LUMO gap is 7.8 eV. As for the total energy: -16636.4767 eV.

```
21
Properties=species:S:1:pos:R:3:forces:R:3:nbo_charge:R:1
C 1.090 3.666 -2.198 -2.325 5.170 1.266 0.345
C 0.431 2.452 -1.607 1.475 -2.636 -1.575 -0.320
C 1.249 1.301 -1.337 -3.662 3.111 1.778 -0.124
C 0.621 0.120 -0.405 3.078 1.098 -0.591 -0.052
C 1.475 -0.985 -0.174 0.103 -1.819 0.195 -0.212
C 0.965 -2.191 0.419 -3.318 1.288 -0.044 -0.247
C -0.400 -2.153 0.868 0.432 0.727 2.170 0.244
C -2.189 -2.179 2.316 -1.718 -2.499 -5.006 0.215
C -1.020 -0.898 1.047 2.751 -0.545 -2.631 0.247
C -0.579 0.200 0.356 1.000 -0.839 -1.598 -0.259
H 2.406 3.968 -1.973 -3.860 -1.253 -1.117 0.140
H -0.730 2.542 -1.741 2.399 -0.449 0.899 0.250
H 2.326 1.595 -1.574 -1.236 -1.536 0.772 0.234
H 2.571 -1.095 -0.428 -1.534 0.745 -0.273 0.230
H 1.400 -3.154 0.374 1.028 -0.521 0.055 0.230
H -3.163 -2.623 1.959 0.562 0.291 2.183 0.208
H -1.846 -2.018 3.284 0.336 -0.300 1.984 0.174
H -1.356 0.863 0.150 -0.658 1.851 -0.085 0.229
O 0.249 4.639 -2.472 4.769 -4.334 0.618 -0.551
O -1.312 -3.080 1.517 1.858 1.519 -0.068 -0.511
O -2.190 -0.971 1.618 -1.480 0.933 1.065 -0.471
```
Positions in Å, forces in eV/Å.